No. 1
63
Properties=species:S:1:pos:R:3 method="wB97M-V/def2-TZVPD" multiplicity=2 total_charge=0 homo_ev="-7.38 / -7.32" orbital_gap_ev="6.9804 / 6.7889"
Ru -0.75 1.04 -0.53
N -5.01 0.21 -0.89
C -3.78 0.78 -0.77
S -2.62 0.49 -2.05
N -3.56 1.53 0.27
N -2.33 2.09 0.16
C -2.16 3.33 0.41
C -0.95 3.91 -0.16
C -0.57 5.23 0.03
C 0.52 5.71 -0.69
C 1.16 4.86 -1.58
C 0.73 3.55 -1.70
N -0.30 3.08 -1.01
H -5.27 -0.17 -1.78
H -5.73 0.54 -0.28
H -2.97 3.93 0.81
H -1.11 5.85 0.73
H 0.85 6.73 -0.55
H 2.00 5.20 -2.17
H 1.22 2.85 -2.35
N -4.47 -6.54 -0.45
C -3.76 -5.44 0.02
C -2.56 -5.61 0.72
C -1.84 -4.51 1.13
C -2.30 -3.23 0.86
C -3.49 -3.05 0.16
C -4.21 -4.14 -0.25
S -1.39 -1.82 1.40
O -0.14 -2.31 1.94
O -2.22 -0.97 2.20
N -1.14 -1.00 0.01
C -0.25 -1.48 -0.88
S 0.48 -3.03 -1.10
C 1.46 -2.37 -2.36
C 1.20 -1.06 -2.53
N 0.22 -0.56 -1.73
H -4.28 -7.41 0.01
H -5.43 -6.39 -0.67
H -2.20 -6.60 0.93
H -0.91 -4.63 1.67
H -3.84 -2.05 -0.05
H -5.14 -4.00 -0.80
H 2.17 -2.99 -2.90
H 1.69 -0.40 -3.23
C 4.37 -1.65 1.36
C 3.25 -0.83 0.77
O 3.46 0.55 1.13
P 2.30 1.57 0.71
O 1.96 1.42 -0.73
Te 0.30 1.28 1.96
O 2.97 2.97 1.10
C 4.28 3.30 0.60
C 5.29 3.25 1.73
H 4.28 -2.69 1.03
H 4.34 -1.62 2.45
H 5.34 -1.27 1.02
H 2.28 -1.15 1.18
H 3.21 -0.91 -0.32
H 4.19 4.30 0.18
H 4.55 2.61 -0.20
H 4.99 3.93 2.53
H 6.27 3.55 1.36
H 5.35 2.24 2.13

---

No. 2
55
Properties=species:S:1:pos:R:3 method="wB97M-V/def2-TZVPD" relative_energy_kcal_mol=12.08 total_charge=0 homo_ev=-7.41 orbital_gap_ev=7.6102
Pd -2.55 0.15 -1.83
C 0.52 4.47 0.01
C -0.84 4.28 -0.39
N -1.74 5.19 -0.26
N -2.87 4.70 -0.86
C -2.64 3.51 -1.44
S -3.61 2.42 -2.21
N -1.31 3.32 -1.21
N -0.46 2.33 -1.65
H 1.20 4.10 -0.75
H 0.69 3.98 0.93
H 0.72 5.47 0.25
H -3.70 5.24 -0.73
H -1.03 1.54 -1.73
H -0.35 2.52 -2.64
C 2.09 -1.72 -0.48
C 2.19 -0.26 -0.01
N 2.24 -0.31 1.46
C 3.42 -0.92 2.06
C 3.29 -2.42 2.40
C 1.28 0.09 2.33
O 1.43 0.08 3.54
C -0.03 0.70 1.79
C -0.61 1.78 2.44
C -1.85 2.21 2.05
C -2.54 1.53 1.08
N -2.02 0.52 0.36
C -0.80 0.15 0.77
H 3.07 -2.15 -0.69
H 1.51 -1.84 -1.46
H 1.49 -2.27 0.21
H 1.33 0.30 -0.33
H 3.15 0.27 -0.34
H 3.52 -0.40 3.00
H 4.23 -0.65 1.44
H 3.01 -3.04 1.51
H 2.51 -2.46 3.13
H 4.22 -2.75 2.83
H -0.12 2.28 3.21
H -2.26 3.14 2.50
H -3.52 1.82 0.76
H -0.35 -0.57 0.03
N -2.48 -1.05 -3.75
C -2.09 -1.64 -2.79
C -1.48 -2.76 -2.07
C -0.80 -3.78 -2.75
C -0.06 -4.79 -2.20
C -0.09 -4.76 -0.81
C -0.80 -3.83 -0.08
C -1.45 -2.79 -0.73
H -0.90 -3.76 -3.83
H 0.60 -5.49 -2.73
H 0.28 -5.66 -0.28
H -0.64 -3.86 0.98
H -1.97 -2.12 -0.07

---

No. 3
63
Properties=species:S:1:pos:R:3 method="wB97M-V/def2-TZVPD" relative_energy_kcal_mol=0.00 multiplicity=6 total_charge=+1 homo_ev="-11.92 / -12.16" orbital_gap_ev="9.6636 / 7.2661"
Ru 0.02 0.07 0.12
O 5.49 -2.20 1.35
C 4.56 -3.11 1.62
O 4.81 -4.17 2.11
C 3.14 -2.79 1.26
C 2.12 -3.67 1.51
N 0.99 -3.11 1.07
N 1.21 -1.91 0.53
C 2.51 -1.69 0.65
C 3.00 -0.36 0.23
O 4.18 -0.09 0.29
O 2.07 0.46 -0.16
H 5.11 -1.38 0.95
H 2.15 -4.65 1.97
H 0.04 -3.46 1.13
O -1.65 -0.27 5.96
C -0.58 0.50 5.87
O -0.07 1.04 6.81
C 0.01 0.71 4.50
C 1.12 1.50 4.31
N 1.39 1.51 2.99
N 0.51 0.76 2.31
C -0.33 0.27 3.21
C -1.41 -0.62 2.70
O -2.23 -1.08 3.47
O -1.36 -0.88 1.43
H -1.94 -0.63 5.09
H 1.71 2.04 5.03
H 2.14 1.96 2.51
C 1.53 -0.80 -4.28
N 0.50 -0.17 -3.46
C 0.76 1.21 -3.07
C -0.51 -0.87 -2.90
N -0.99 -0.48 -1.72
N -1.01 -1.94 -3.55
C -1.84 -2.90 -2.84
C -1.10 -1.98 -5.01
H 2.51 -0.60 -3.84
H 1.52 -0.41 -5.30
H 1.39 -1.88 -4.31
H 1.09 1.76 -3.96
H 1.54 1.28 -2.32
H -0.15 1.67 -2.70
H -1.91 -0.86 -1.53
H -1.48 -3.03 -1.83
H -1.77 -3.86 -3.36
H -2.89 -2.61 -2.82
H -0.70 -1.08 -5.45
H -2.15 -2.07 -5.30
H -0.57 -2.84 -5.42
N -3.68 5.35 0.39
C -2.91 4.25 0.34
C -1.54 4.32 0.00
C -0.80 3.17 -0.05
N -1.32 1.95 0.21
C -2.62 1.88 0.54
C -3.43 2.97 0.62
H -3.28 6.27 0.25
H -4.63 5.30 0.69
H -1.07 5.27 -0.22
H 0.25 3.21 -0.30
H -3.00 0.89 0.77
H -4.47 2.85 0.90

---

No. 4
52
Properties=species:S:1:pos:R:3 method="wB97M-V/def2-TZVPD" relative_energy_kcal_mol=10.73 multiplicity=2 total_charge=0 homo_ev="-7.16 / -7.16" orbital_gap_ev="7.5774 / 7.5781"
Ti 0.00 -1.21 0.74
C -2.92 -2.27 1.36
O -2.06 -1.70 0.36
C -2.68 -0.64 -0.38
C -1.81 -0.38 -1.58
O -0.44 -0.31 -1.13
C 0.43 0.46 -1.97
C 0.25 1.94 -1.71
O 0.26 2.10 -0.33
C 0.09 3.43 0.12
H -3.76 -2.74 0.86
H -3.24 -1.48 2.05
H -2.33 -3.01 1.89
H -2.75 0.24 0.26
H -3.68 -0.95 -0.69
H -2.09 0.58 -2.03
H -1.87 -1.18 -2.33
H 0.23 0.20 -3.01
H 1.44 0.13 -1.71
H -0.68 2.33 -2.16
H 1.09 2.45 -2.20
H 0.94 4.05 -0.19
H 0.04 3.38 1.20
H -0.83 3.86 -0.28
O 0.44 -2.11 2.49
C 1.16 -1.08 2.66
O 1.69 -0.57 1.61
C 1.03 -0.28 3.90
C 1.90 -0.32 4.97
C 1.65 0.49 6.07
C 0.53 1.32 6.06
C -0.32 1.35 4.98
C -0.10 0.55 3.85
S -1.18 0.61 2.44
H 2.76 -0.98 4.96
H 2.31 0.47 6.93
H 0.32 1.95 6.92
H -1.18 2.01 4.98
C 0.91 -2.87 -0.39
C 0.11 -3.34 -1.54
C -1.03 -4.14 -1.36
C -1.86 -4.48 -2.42
C -1.59 -4.02 -3.71
C -0.45 -3.25 -3.91
C 0.38 -2.93 -2.85
H 1.90 -2.53 -0.70
H 1.04 -3.66 0.36
H -1.27 -4.50 -0.37
H -2.73 -5.10 -2.24
H -2.23 -4.29 -4.53
H -0.20 -2.91 -4.91
H 1.27 -2.34 -3.03

---

No. 5
47
Properties=species:S:1:pos:R:3 method="wB97M-V/def2-TZVPD" relative_energy_kcal_mol=3.77 total_charge=+1 homo_ev=-10.83 orbital_gap_ev=5.5025
C -3.07 -2.23 1.90
O -2.16 -1.13 1.71
C -2.20 -0.46 0.59
C -1.72 0.88 0.55
C -1.94 1.61 -0.64
C -1.38 2.88 -0.78
C -0.62 3.43 0.26
C -0.44 2.73 1.46
C -0.98 1.46 1.63
H -2.86 -2.59 2.91
H -4.10 -1.88 1.81
H -2.87 -3.02 1.16
H -2.75 -0.88 -0.26
H -2.53 1.13 -1.42
H -1.54 3.44 -1.71
H -0.16 4.41 0.13
H 0.14 3.18 2.27
H -0.85 0.89 2.55
C 2.37 -1.53 -4.67
Si 1.97 -3.05 -3.66
C 1.69 -4.52 -4.79
C 3.30 -3.46 -2.42
C 0.28 -2.69 -2.72
C -0.10 -3.84 -1.79
C -0.13 -3.36 -0.47
C -0.37 -4.24 0.59
C -0.58 -5.59 0.30
C -0.59 -6.05 -1.02
C -0.36 -5.17 -2.09
C 0.14 -1.93 -0.48
C 0.40 -1.53 -1.77
H 2.52 -0.64 -4.03
H 3.30 -1.70 -5.23
H 1.57 -1.30 -5.39
H 1.48 -5.44 -4.24
H 0.86 -4.34 -5.49
H 2.60 -4.68 -5.39
H 3.02 -4.32 -1.80
H 4.23 -3.70 -2.95
H 3.49 -2.61 -1.74
H -0.38 -2.56 -3.59
H -0.37 -3.86 1.61
H -0.75 -6.30 1.11
H -0.78 -7.11 -1.24
H -0.38 -5.50 -3.13
H 0.21 -1.34 0.43
H 0.65 -0.53 -2.12